{"formula": "C30H69N4O18", "method": "wB97M-V/def2-TZVPD", "species": ["C", "C", "C", "O", "C", "N", "H", "H", "H", "H", "H", "H", "H", "H", "H", "H", "H", "H", "C", "C", "C", "O", "C", "N", "H", "H", "H", "H", "H", "H", "H", "H", "H", "H", "H", "H", "C", "C", "C", "O", "C", "N", "H", "H", "H", "H", "H", "H", "H", "H", "H", "H", "H", "H", "C", "C", "C", "O", "C", "N", "H", "H", "H", "H", "H", "H", "H", "H", "H", "H", "H", "H", "C", "C", "O", "O", "H", "H", "H", "C", "C", "O", "O", "H", "H", "H", "C", "C", "O", "O", "H", "H", "H", "C", "C", "O", "O", "H", "H", "H", "C", "C", "O", "O", "H", "H", "H", "C", "C", "O", "O", "H", "H", "H", "C", "C", "O", "O", "H", "H", "H"], "coordinates": [[-4.0363, -2.7798, 2.1340], [-4.3498, -2.2481, 0.7547], [-4.6976, -0.7713, 0.7145], [-6.0488, -0.6062, 0.9727], [-6.8989, -0.7857, -0.1895], [-3.1831, -2.4363, -0.1892], [-2.3037, -2.2615, 0.3033], [-3.2936, -3.5035, -0.4756], [-3.1971, -1.8621, -1.0380], [-4.8828, -2.6156, 2.7602], [-3.1914, -2.2569, 2.6283], [-3.7611, -3.8380, 2.1089], [-5.1855, -2.7250, 0.2741], [-4.5008, -0.3714, -0.2856], [-4.1130, -0.1892, 1.4640], [-6.8004, -1.8514, -0.4673], [-6.5627, -0.1534, -1.0619], [-7.8334, -0.5304, 0.2828], [-0.6542, 2.6108, 4.1776], [-1.1599, 2.8300, 2.7577], [-2.6638, 2.7686, 2.6682], [-2.9433, 2.9770, 1.3413], [-4.3460, 2.9678, 1.1499], [-0.6962, 4.0569, 2.1886], [-0.6202, 4.0014, 1.1840], [-1.7920, 5.5267, 2.1822], [0.2462, 4.3057, 2.4935], [-0.5540, 3.5738, 4.6889], [0.2560, 2.0485, 4.2294], [-1.4460, 2.1203, 4.7940], [-0.9140, 1.9753, 2.0792], [-3.0524, 3.5288, 3.3477], [-3.0096, 1.7621, 3.0293], [-4.7719, 2.0620, 1.5185], [-4.4754, 2.7844, 0.0737], [-4.7402, 3.8762, 1.6369], [5.1347, 2.0418, 0.3373], [4.2412, 0.9112, 0.9584], [4.5970, 0.6874, 2.4181], [3.9625, -0.2795, 3.1312], [4.3583, -1.6276, 3.0000], [2.8039, 1.1674, 0.6977], [2.6892, 1.3741, -0.3228], [2.2382, 0.2928, 0.9100], [2.4377, 2.0596, 1.1713], [5.0033, 3.0062, 0.8849], [4.8516, 2.1409, -0.7054], [6.1943, 1.8420, 0.4067], [4.4113, 0.0086, 0.3708], [4.3829, 1.5928, 2.9333], [5.6816, 0.6349, 2.5413], [3.7841, -2.0269, 2.0901], [3.9446, -2.0767, 3.8667], [5.4754, -1.7550, 3.0532], [1.7329, -2.1882, -1.7211], [0.4652, -2.1027, -2.5161], [-0.2362, -3.4459, -2.5288], [-1.0899, -3.6688, -3.6646], [-1.8098, -4.8959, -3.5787], [-0.3587, -1.0648, -1.8963], [-0.4015, -1.0583, -0.8492], [0.2031, -0.1840, -2.1721], [-1.2813, -0.8507, -2.2878], [2.3222, -1.3036, -1.9201], [2.2698, -3.1117, -2.1076], [1.5526, -2.1282, -0.6780], [0.6512, -1.8432, -3.5600], [-0.8649, -3.6119, -1.5859], [0.4533, -4.2775, -2.6328], [-1.2265, -5.8093, -3.4574], [-2.3763, -4.9759, -4.5096], [-2.5323, -4.8644, -2.7440], [-2.6597, 1.3356, -3.3631], [-3.5483, 0.1937, -2.7673], [-4.7466, 0.3887, -2.5208], [-2.8862, -0.8992, -2.4531], [-2.1530, 1.0367, -4.2893], [-1.9244, 1.5626, -2.6168], [-3.2794, 2.2474, -3.5487], [11.0294, -3.1644, -2.9424], [11.5235, -4.3010, -2.0943], [11.1639, -4.3047, -0.8833], [12.0509, -5.2713, -2.6874], [10.9059, -2.2883, -2.2898], [10.1432, -3.3434, -3.5094], [11.8760, -2.9660, -3.6489], [-1.8267, 6.8266, 0.1131], [-2.7845, 6.9173, 1.3278], [-3.6069, 7.8001, 1.3996], [-2.5619, 6.1452, 2.3808], [-2.1411, 6.0758, -0.5964], [-0.8744, 6.4683, 0.4693], [-1.6967, 7.8694, -0.1797], [-3.7899, -7.2954, -1.2849], [-4.0158, -5.9907, -0.5723], [-3.1210, -5.0684, -0.6782], [-5.0384, -5.9281, 0.1301], [-3.6728, -7.1107, -2.3464], [-4.6119, -8.0077, -1.1167], [-2.8662, -7.8739, -1.0251], [3.1681, 5.5689, 0.3434], [2.4995, 4.9116, 1.4930], [2.5899, 3.6309, 1.5138], [1.9347, 5.6581, 2.3471], [2.5868, 5.4169, -0.5854], [4.0956, 5.0436, 0.2434], [3.2804, 6.6584, 0.5687], [0.2776, -3.0479, 2.1621], [0.5641, -1.7694, 1.2907], [1.6612, -1.2114, 1.4389], [-0.4116, -1.3176, 0.6480], [-0.4228, -3.6498, 1.5828], [-0.2219, -2.7860, 3.1093], [1.2013, -3.5918, 2.3800], [1.4483, 3.0536, -2.2559], [1.6898, 1.5766, -2.5549], [2.6537, 1.0515, -1.8239], [0.9457, 1.0126, -3.3466], [0.7880, 3.4633, -3.0521], [2.4166, 3.5586, -2.1304], [0.8801, 3.1152, -1.3418]], "atomic_forces_ev_per_a": [[1.07, -0.18, -0.17], [1.26, 1.20, -0.83], [0.67, 0.46, 0.01], [-1.05, 0.69, 0.17], [1.68, -0.07, 0.57], [-0.77, -2.29, 0.95], [0.26, -0.05, -0.10], [0.95, 0.66, 0.37], [-0.27, 0.62, -0.61], [-0.78, -0.10, 0.50], [-0.29, 0.03, -0.56], [-0.32, 0.02, -0.05], [-0.22, -0.75, 0.10], [0.32, 0.03, 0.05], [-0.32, -0.34, -0.39], [-0.64, 0.41, -0.23], [-0.47, -0.46, 0.96], [-0.76, -0.09, -0.76], [-1.50, 0.38, 0.58], [-0.04, -1.98, -0.47], [0.95, -0.57, 1.45], [-0.97, -0.10, -0.54], [0.81, 0.11, -1.13], [0.66, 1.54, -0.18], [-0.11, -0.28, -0.20], [-0.28, -0.41, 0.64], [0.03, 0.03, 0.13], [0.37, 0.05, -0.24], [0.51, -0.18, 0.03], [0.58, -0.14, -0.53], [0.58, 0.29, 0.65], [-0.60, 0.36, -0.08], [0.09, 0.60, -0.30], [-0.49, -0.64, 1.08], [-0.33, 1.12, 0.08], [-0.45, -0.35, -0.65], [-0.93, 0.24, 1.05], [0.70, 0.08, -0.97], [0.79, 1.08, -0.53], [-0.70, -0.76, 1.06], [-0.41, 0.36, -1.69], [-0.78, 0.70, 1.49], [0.16, -0.44, -0.31], [0.36, 0.73, 0.06], [0.71, -1.09, -0.20], [-0.31, -0.69, -0.49], [0.01, 0.23, -0.12], [0.27, -0.56, -0.04], [0.34, -0.19, 0.07], [-0.54, 1.11, 0.42], [0.41, -0.44, -0.44], [1.43, 0.04, 1.06], [-0.37, -0.79, 0.78], [-0.90, 0.08, -0.57], [1.20, -0.84, -1.82], [-0.96, -1.19, -0.16], [-1.80, -1.35, 0.47], [0.09, 0.27, 0.05], [-0.99, 0.83, 0.14], [2.08, 3.04, -1.14], [0.19, -0.50, -0.05], [-0.85, -0.99, 0.39], [-1.04, -0.69, -0.42], [0.38, 0.21, -0.23], [-0.28, 1.10, 1.02], [-0.01, -0.73, 0.80], [0.05, 0.27, 0.09], [0.90, 0.24, -0.91], [0.73, 0.03, 0.64], [0.63, 0.09, 0.02], [0.11, 0.00, -0.02], [0.37, -0.03, -0.23], [-1.59, -0.11, -0.35], [0.92, -0.72, 0.57], [0.48, -0.03, -0.31], [-1.29, 1.67, -0.61], [-0.08, -0.04, 0.33], [0.60, 0.20, 0.30], [0.46, -0.76, 0.13], [2.22, 1.75, -0.16], [-1.76, -2.23, 1.13], [0.56, 0.61, -0.17], [0.74, 0.22, -0.43], [-0.20, -0.10, -0.35], [-0.64, -0.44, -0.22], [-0.81, 0.14, 0.19], [-0.23, -0.05, 1.75], [0.60, 0.87, 0.06], [-0.49, -0.01, -0.34], [0.48, -0.48, -0.71], [-0.42, 0.32, -0.57], [0.55, -0.07, 0.21], [-0.22, -0.42, -0.73], [0.76, -1.57, -0.46], [0.23, 0.75, 1.45], [-0.69, -0.66, -0.28], [0.02, 0.32, -0.23], [-0.13, 0.05, -0.39], [0.07, 0.51, -0.11], [-0.45, 0.91, 0.18], [-0.21, 1.28, -0.60], [-1.01, -0.49, 1.60], [-0.47, 1.49, 0.39], [0.32, -1.18, -0.79], [0.24, 0.12, 0.42], [0.81, 0.07, -0.44], [0.09, -0.89, -0.44], [0.04, 0.52, -0.80], [-0.32, -0.28, 2.51], [0.36, -0.30, -0.33], [-0.82, -0.19, -0.06], [0.07, -0.33, 0.15], [0.26, 0.18, -0.37], [-0.19, 0.07, -0.06], [-0.15, 0.04, -1.11], [2.23, 0.33, 2.41], [-1.91, 0.53, -2.26], [-0.38, -0.91, -0.55], [0.71, 0.05, 0.42], [-0.51, 0.08, -0.10], [-0.06, 0.06, 0.59]], "gap_ev": 6.779, "homo_energy_ha": -0.056, "total_energy_ev": -75047.891, "fmax_ha_per_bohr": 0.075, "relative_energy_kcal_mol": 0.0, "total_charge": -3}